No. 1
This record from the OMol25 dataset describes a cluster of 9 separate species, C30H56O23 in total at a distorted geometry. The level of theory is ωB97M-V/def2-TZVPD.

Geometry as XYZ:
```
109
Properties=species:S:1:pos:R:3:mulliken_charge:R:1
C 0.76991 -0.77164 -1.18487 -0.419
O -0.32731 -0.94154 -0.29737 -0.176
C -0.77605 0.07965 0.40521 0.420
O -0.34641 1.20142 0.34428 -0.339
O -1.64374 -0.35757 1.30149 -0.341
C -2.08527 0.54885 2.28947 -0.639
H 0.65264 -1.51809 -1.97472 -0.143
H 1.68806 -1.09194 -0.69216 0.185
H 0.77633 0.23946 -1.58281 0.492
H -1.42210 0.58230 3.15489 0.451
H -3.02935 0.12029 2.62249 0.150
H -2.27939 1.56225 1.94389 0.116
C 1.03851 -2.70601 -4.85022 -0.736
O 1.89000 -3.14253 -3.79000 -0.194
C 2.98463 -2.42183 -3.55904 0.922
O 3.26950 -1.35784 -4.02916 -0.584
O 3.66071 -3.04026 -2.59491 -0.273
C 4.93374 -2.50403 -2.19837 -0.723
H 1.44837 -2.97067 -5.82058 0.345
H 0.92002 -1.61998 -4.81623 0.290
H 0.04748 -3.09936 -4.64656 0.164
H 5.72405 -3.23755 -2.31378 0.252
H 4.77146 -2.30331 -1.13825 0.241
H 5.17150 -1.54795 -2.65740 0.332
C -2.73513 1.31946 -2.20066 -0.658
O -3.38902 0.87186 -1.03533 -0.156
C -4.34158 -0.05856 -1.06292 0.676
O -4.70539 -0.62554 -2.06068 -0.587
O -4.68376 -0.34517 0.17855 -0.128
C -5.76646 -1.24791 0.30055 -0.706
H -1.96776 0.59096 -2.47285 0.144
H -2.28943 2.29251 -2.01443 0.206
H -3.42895 1.42768 -3.03725 0.398
H -6.07055 -1.33837 1.34450 0.208
H -5.49844 -2.26942 0.02848 0.281
H -6.65529 -0.93077 -0.24120 0.303
C -4.93359 3.00012 9.18114 -0.655
O -4.30929 2.23064 8.15977 -0.322
C -5.11054 1.67502 7.25908 0.778
O -6.29769 1.53738 7.38190 -0.544
O -4.36569 1.20043 6.26941 -0.263
C -5.08625 0.53148 5.24107 -0.135
H -5.14537 2.34006 10.02252 0.275
H -5.80078 3.53645 8.80374 0.327
H -4.21811 3.74276 9.53341 0.232
H -5.25033 -0.50955 5.52626 0.341
H -4.39660 0.47014 4.39953 -0.232
H -6.01308 1.00086 4.92715 0.335
C -1.92359 4.33525 1.38414 -0.389
O -1.63382 5.73855 1.50913 -0.395
C -0.51907 6.03812 2.12329 0.839
O 0.12823 5.35850 2.86383 -0.566
O -0.15299 7.27195 1.77023 -0.365
C 1.07292 7.75804 2.22725 -0.712
H -2.84042 4.20125 0.82545 0.316
H -1.95206 3.90660 2.38573 0.320
H -1.08466 3.84436 0.88830 0.068
H 1.74209 7.05412 2.72122 0.309
H 0.93127 8.58416 2.93092 0.285
H 1.65039 8.21628 1.42123 0.277
C -1.02512 -7.97220 -3.97441 -0.701
O -1.33721 -6.59336 -3.95592 -0.336
C -1.39943 -5.99090 -2.76582 0.855
O -1.62113 -6.50538 -1.70071 -0.585
O -1.24403 -4.68763 -2.97196 -0.331
C -1.68144 -3.79055 -1.96358 -0.388
H -1.69593 -8.50436 -4.64731 0.247
H -1.13580 -8.47359 -3.01330 0.352
H -0.00979 -8.13190 -4.33308 0.264
H -1.83378 -2.81019 -2.41180 0.193
H -0.90525 -3.62636 -1.21418 -0.043
H -2.59693 -4.15121 -1.50003 0.451
O 2.65508 -0.33354 1.46110 -0.585
C 2.73680 0.86461 1.41518 0.261
C 2.52178 1.90214 2.51437 -0.271
C 2.81437 3.17581 1.71142 -0.436
C 2.47648 2.82431 0.26863 0.057
O 2.86531 1.43065 0.18524 -0.161
H 1.45403 1.88147 2.72957 0.027
H 3.17766 1.79644 3.36864 0.423
H 2.25898 4.07764 1.97197 0.176
H 3.87657 3.42314 1.69623 0.322
H 1.46312 3.03328 -0.07639 -0.098
H 3.09667 3.36486 -0.44821 0.291
O 4.30112 -4.17900 2.21442 -0.588
C 3.31710 -4.44871 1.59693 0.377
C 1.91629 -3.90302 1.85650 0.009
C 1.08667 -4.78635 0.93062 -0.651
C 2.05890 -5.10749 -0.19239 0.271
O 3.34926 -5.13670 0.42606 -0.405
H 1.56795 -3.88473 2.88172 0.423
H 1.97136 -2.89369 1.43432 -0.124
H 0.89068 -5.75726 1.40453 0.390
H 0.08722 -4.49017 0.61660 0.253
H 1.70016 -6.06782 -0.55557 0.334
H 1.99291 -4.30846 -0.93263 -0.208
C 3.92304 3.33576 -5.14179 -0.677
C 3.47014 1.93519 -4.82849 -0.409
C 3.78663 1.80289 -3.33070 0.230
O 3.61736 3.13942 -2.83945 -0.228
C 4.05377 4.07194 -3.80632 -0.555
H 3.39294 3.86505 -5.94138 0.326
H 4.87466 3.34505 -5.69469 0.269
H 3.93697 1.10167 -5.35963 0.291
H 2.41469 1.70084 -4.99561 0.254
H 4.83675 1.50658 -3.25356 0.133
H 3.08729 1.14554 -2.82820 -0.211
H 5.09463 4.31177 -3.54658 0.300
H 3.56399 5.04678 -3.85815 0.310
```

Summary:
- multiplicity = 1
- charge = 0
- SMILES = COC(=O)OC.COC(=O)OC.COC(=O)OC.COC(=O)OC.COC(=O)OC.COC(=O)OC.O=C1CCCO1.O=C1CCCO1.C1CCOC1

---

No. 2
This record from the OMol25 dataset describes the molecule C4H6O2 at a distorted geometry. The level of theory is ωB97M-V/def2-TZVPD.

Geometry as XYZ:
```
12
Properties=species:S:1:pos:R:3:nbo_charge:R:1
C -1.41935 -0.32615 -0.38372 -0.721
C -0.50961 -0.68756 0.77940 0.568
O -0.76269 -1.56145 1.57536 -0.523
C 0.68669 0.21116 0.97186 -0.056
C 1.54182 0.47980 -0.18282 -0.118
O 0.48177 1.37079 0.19158 -0.483
H -0.88229 0.04586 -1.26083 0.230
H -2.03076 -1.19090 -0.63859 0.233
H -2.07870 0.49301 -0.06772 0.250
H 1.06930 0.28845 1.98857 0.213
H 1.43586 -0.17413 -1.06113 0.190
H 2.36765 1.15559 -0.06655 0.217
```

Summary:
- multiplicity = 1
- ΔE to the lowest compared entry with this formula, charge and spin (eV) = 2.093
- charge = 0
- SMILES = CC(=O)[C@H]1CO1

---

No. 3
This record from the OMol25 dataset describes a structure of composition C36H47FN7O11SiY at a distorted geometry. The level of theory is ωB97M-V/def2-TZVPD.

Geometry as XYZ:
```
104
Properties=species:S:1:pos:R:3:mulliken_charge:R:1
Y 0.17772 -1.59169 0.15044 0.478
O -0.11178 0.00851 4.61464 -0.569
C 0.63022 -0.59219 3.70064 0.423
O 0.47812 -0.41719 2.50644 -0.370
C 1.78952 -1.37559 4.30574 -0.810
O 2.24482 -2.41359 3.48534 -0.246
C 1.35812 -3.52799 3.43554 -0.408
C 0.02112 -3.02709 2.84824 0.441
O -0.80908 -2.53139 3.60974 -0.702
O -0.08148 -3.06739 1.58694 -0.262
H -0.90888 0.40081 4.22234 0.395
H 1.49802 -1.73669 5.30374 0.329
H 2.62772 -0.67489 4.41194 0.362
H 1.21242 -3.94629 4.44044 0.399
H 1.82772 -4.25339 2.77304 0.236
C -1.20408 1.52961 -2.48236 -1.370
C -0.51168 0.29441 -2.99416 0.418
C -0.18058 0.21821 -4.33416 -0.885
C 0.41372 -0.94979 -4.81616 -1.003
C 0.65022 -1.98809 -3.95886 -0.861
C 0.32492 -1.84879 -2.58726 0.773
N -0.25788 -0.69819 -2.12926 0.891
N 0.53272 -2.77059 -1.64756 1.156
Si 1.37152 -4.28209 -1.84976 0.312
C 3.15182 -4.10229 -2.54086 -1.075
C 1.56972 -5.03559 -0.11076 -0.457
C 0.34302 -5.50469 -2.92436 -1.287
H -1.72088 2.03171 -3.29756 0.612
H -0.47848 2.22771 -2.06346 0.185
H -1.92838 1.27581 -1.71216 0.138
H -0.39308 1.04111 -4.99956 0.525
H 0.68572 -1.02789 -5.85866 0.426
H 1.07602 -2.91539 -4.30116 0.488
H 3.75292 -3.57559 -1.80266 0.136
H 3.21022 -3.54479 -3.47186 0.363
H 3.60012 -5.07899 -2.70726 0.405
H 2.11282 -4.32569 0.50884 -0.361
H 2.15602 -5.94869 -0.16086 0.619
H 0.62752 -5.26569 0.38074 0.219
H -0.02878 -5.05249 -3.83626 0.358
H -0.51288 -5.87489 -2.36916 0.289
H 0.94532 -6.36049 -3.20806 0.391
F 7.75352 -2.24169 3.37224 -0.318
C 7.33872 -1.38839 2.41664 0.256
C 6.01852 -1.20179 2.20184 -0.111
N 5.56622 -0.31519 1.27634 0.271
C 4.15272 -0.11659 1.08164 -1.303
C 3.39222 -1.39439 0.57574 0.313
O 3.93462 -2.47719 0.61754 -0.695
O 2.22852 -1.11459 0.14864 -0.034
C 6.43182 0.34881 0.42634 0.437
O 6.05742 1.11021 -0.43716 -0.656
N 7.76262 0.10591 0.65884 -0.064
C 8.35162 -0.69779 1.63634 0.243
O 9.55222 -0.75879 1.75034 -0.622
H 5.26632 -1.74609 2.75164 0.602
H 4.04312 0.67711 0.34204 0.545
H 3.68092 0.19631 2.01564 0.064
H 8.40222 0.58061 0.02934 0.242
C -3.73648 -1.74649 -2.01866 -1.202
C -3.52548 -1.81839 -0.50636 -0.144
O -2.28778 -2.43619 -0.15336 -0.423
C -2.37108 -3.86839 -0.16096 0.120
C -2.95618 -4.44089 1.12854 -1.520
H -4.63508 -1.17459 -2.24046 0.434
H -3.84248 -2.74229 -2.44246 0.381
H -2.88098 -1.26939 -2.49436 0.143
H -4.35238 -2.36639 -0.04096 0.338
H -3.50388 -0.81419 -0.07546 0.138
H -1.34088 -4.21309 -0.27476 -0.402
H -2.95078 -4.20669 -1.02796 0.552
H -2.50968 -3.94209 1.98264 0.207
H -2.72168 -5.50229 1.17384 0.437
H -4.03758 -4.33289 1.18564 0.420
C -4.39718 9.42861 -1.23536 -1.411
C -4.41838 8.05101 -0.64806 0.759
C -3.59918 7.04161 -1.13256 -0.779
C -3.64868 5.76161 -0.60616 -0.076
C -4.51518 5.47261 0.44484 0.109
N -4.61858 4.18671 1.00264 -0.044
C -3.66628 3.21511 1.13664 0.254
O -3.96098 2.05781 1.34314 -0.687
N -2.37148 3.69141 1.08024 -0.173
C -1.22128 2.95761 0.84354 0.194
C -0.01628 3.63541 0.64774 -0.601
C 1.10072 2.90851 0.29034 -1.422
C 0.98642 1.53771 0.12094 -1.216
N -0.14478 0.87441 0.36064 1.918
C -1.21558 1.56141 0.73814 -1.099
C -5.34828 6.47751 0.92664 -0.661
C -5.29958 7.74571 0.38374 -0.758
H -3.49218 9.60001 -1.81336 0.352
H -4.46458 10.18061 -0.45106 0.367
H -5.25478 9.56071 -1.89646 0.295
H -2.91848 7.24891 -1.94506 0.364
H -3.03828 4.98531 -1.04146 0.620
H -5.54768 3.88301 1.25934 0.319
H -2.25818 4.69771 1.08944 0.352
H 0.02952 4.71091 0.74854 0.454
H 2.04762 3.39501 0.11964 0.543
H 1.82562 0.94571 -0.21616 0.757
H -2.12168 1.00341 0.94114 0.693
H -6.03888 6.25641 1.72544 0.438
H -5.95598 8.51371 0.76384 0.385
```

Summary:
- multiplicity = 1
- ΔE to the lowest compared entry with this formula, charge and spin (eV) = 0.891
- charge = 0

---

No. 4
This record from the OMol25 dataset describes the ion C5H12NO with charge -1 at a distorted geometry. The level of theory is ωB97M-V/def2-TZVPD.

Geometry as XYZ:
```
19
Properties=species:S:1:pos:R:3:nbo_charge:R:1
C -1.62363 -1.32426 -0.95594 -0.412
N -1.11651 -0.00229 -1.28389 -0.642
C -0.18426 0.64540 -0.33707 -0.041
C -0.89354 0.85236 1.00440 -0.637
C 1.11670 -0.17780 -0.14953 -0.459
C 2.13911 0.43982 0.87519 0.001
O 1.77581 0.34377 2.15193 -0.949
H -0.89456 -2.11392 -0.74234 0.163
H -2.21111 -1.25658 -0.04342 0.186
H -2.20270 -1.64296 -1.81286 0.179
H -0.69059 -0.05389 -2.20170 0.336
H 0.16435 1.58951 -0.74210 0.175
H -0.11074 1.29840 1.61979 0.277
H -1.70889 1.57046 0.86251 0.173
H -1.33390 -0.05931 1.38982 0.189
H 1.58791 -0.37904 -1.11648 0.162
H 0.77188 -1.08625 0.36187 0.184
H 2.32331 1.47708 0.45844 0.048
H 3.09137 -0.12052 0.66138 0.068
```

Summary:
- multiplicity = 1
- ΔE to the lowest compared entry with this formula, charge and spin (eV) = 0.803
- charge = -1
- SMILES = CN[C@@H](C)CC[O-]

---

No. 5
This record from the OMol25 dataset describes the molecule C3H5NO2 at a distorted geometry. The level of theory is ωB97M-V/def2-TZVPD.

Geometry as XYZ:
```
11
Properties=species:S:1:pos:R:3:nbo_charge:R:1
N -2.49820 -1.10237 -1.01933 -0.296
C -1.72443 -0.46922 -0.43982 0.261
C -0.62639 0.22192 0.24991 -0.018
O -0.68000 1.59676 -0.01277 -0.683
C 0.67339 -0.39405 -0.25702 -0.080
O 1.74754 0.34369 0.27988 -0.717
H -0.69926 0.01501 1.33182 0.197
H 0.18538 1.94667 0.25352 0.489
H 0.74070 -0.40960 -1.34761 0.193
H 0.74569 -1.42116 0.11579 0.176
H 2.13556 -0.32766 0.84562 0.479
```

Summary:
- multiplicity = 1
- ΔE to the lowest compared entry with this formula, charge and spin (eV) = 1.654
- charge = 0
- SMILES = N#C[C@H](O)CO

---

| no. | LUMO energy (eV) | frontier orbital gap (eV) |
| --- | --- | --- |
| 1 | 0.4 | 9.94 |
| 2 | 0.9 | 10.72 |
| 3 | 0.1 | 7.72 |
| 4 | 3.9 | 6.17 |
| 5 | 0.4 | 11.30 |